a.
{"formula": "CH3O2PS", "method": "ωB97M-V/def2-TZVPD", "smiles": "[PH3]=S.O=C=O", "lumo_ev": 0.524, "charge": 0, "homo_lumo_gap_ev": 9.5, "elements": ["H", "O", "O", "H", "H", "S", "C", "P"], "coordinates": [[-0.701, 0.781, -1.625], [-3.869, 0.250, 2.674], [-1.932, -0.870, 2.156], [0.415, -0.355, 0.159], [1.389, 1.084, -1.282], [-0.253, 2.008, 0.926], [-2.885, -0.293, 2.394], [0.272, 0.836, -0.493]], "nbo_charge": [-0.014, -0.518, -0.513, 0.003, -0.031, -0.592, 1.030, 0.635]}

=====

b.
{"formula": "CH3O2PS", "method": "ωB97M-V/def2-TZVPD", "lumo_ev": [-1.864, -1.960], "charge": 0, "homo_lumo_gap_ev": [7.3, 7.2], "elements": ["P", "H", "C", "O", "S", "H", "H", "O"], "coordinates": [[1.251, -0.545, -0.240], [2.166, -0.129, -1.351], [-0.263, 0.286, -0.748], [-2.518, 0.436, 0.938], [-1.244, -0.148, 0.688], [1.669, 0.269, 0.680], [-0.797, -0.010, -1.726], [-0.265, -0.158, 1.759]], "nbo_charge": [0.423, -0.018, -0.764, -0.853, 1.872, -0.018, 0.251, -0.894]}

=====

Q: Which of them is the least stable? A: b.

=====

a.
{"formula": "C6H7N2O3", "method": "ωB97M-V/def2-TZVPD", "smiles": "C[C@]1([O-])O[C@]1(O)c1ncc[nH]1", "lumo_ev": 3.689, "charge": -1, "homo_lumo_gap_ev": 7.2, "elements": ["O", "C", "C", "C", "C", "O", "C", "N", "N", "O", "H", "H", "H", "H", "H", "C", "H", "H"], "coordinates": [[-2.536, 0.067, -0.491], [-0.923, -1.582, 0.083], [1.795, 1.837, -0.408], [0.270, -1.904, 0.931], [0.941, 2.711, 0.205], [-0.537, -1.250, -1.283], [-0.211, 0.955, -0.367], [-0.266, 2.130, 0.269], [1.046, 0.725, -0.717], [-2.087, -2.105, 0.295], [0.900, 3.647, 0.523], [1.028, -1.105, 0.898], [2.900, 1.887, -0.559], [1.174, -0.109, -1.386], [0.701, -2.832, 0.529], [-1.184, -0.128, -0.463], [-2.832, -0.858, -0.099], [-0.178, -2.086, 2.038]], "nbo_charge": [-0.720, 0.502, -0.153, -0.656, -0.110, -0.632, 0.303, -0.485, -0.535, -0.834, 0.193, 0.210, 0.197, 0.458, 0.198, 0.356, 0.498, 0.211]}

=====

b.
{"formula": "C6H7N2O3", "method": "ωB97M-V/def2-TZVPD", "smiles": "CC(=O)O/C(O)=C1/[N-]C=CN1", "lumo_ev": 3.875, "charge": -1, "homo_lumo_gap_ev": 5.5, "elements": ["O", "H", "C", "N", "H", "O", "N", "H", "C", "H", "C", "O", "H", "C", "H", "C", "H", "C"], "coordinates": [[-1.428, 0.848, 3.155], [4.262, -1.273, -0.863], [3.213, -1.190, -0.893], [2.396, -0.527, 0.098], [-2.395, 1.659, 0.135], [-0.423, 0.330, 1.299], [1.190, -1.087, -1.727], [2.557, -2.038, -2.741], [-1.372, 1.029, 1.951], [2.775, -0.544, 1.028], [-2.220, 1.985, 1.176], [-1.249, -0.182, -0.894], [-1.759, 2.941, 1.033], [1.104, -0.587, -0.460], [-0.672, -0.419, -1.631], [2.422, -1.432, -1.943], [-3.183, 2.153, 1.723], [-0.070, 0.205, -0.088]], "nbo_charge": [-0.639, 0.182, -0.215, -0.581, 0.263, -0.526, -0.604, 0.177, 0.796, 0.399, -0.748, -0.787, 0.230, 0.261, 0.492, -0.074, 0.216, 0.158]}

=====

Q: Which of them is the least stable? A: b.

=====

a.
{"formula": "C5H18N4", "method": "ωB97M-V/def2-TZVPD", "lumo_ev": 0.658, "charge": 0, "homo_lumo_gap_ev": 7.7, "elements": ["H", "H", "H", "H", "C", "H", "H", "H", "H", "C", "H", "H", "H", "C", "H", "C", "C", "N", "H", "H", "N", "H", "N", "H", "H", "N", "H"], "coordinates": [[0.876, 0.549, -2.153], [2.188, -1.885, 1.182], [-0.551, 2.397, -0.369], [2.930, -0.448, -1.069], [1.639, 0.018, 0.615], [-0.821, 0.299, -1.684], [-2.938, 0.363, 0.147], [-1.807, -1.951, -0.124], [-3.001, -0.797, -1.748], [0.214, 0.089, -1.407], [0.621, -1.520, 1.525], [-3.281, -1.958, 0.884], [1.738, 0.588, 1.551], [-2.691, -1.370, 0.165], [-2.450, -0.063, 1.961], [2.953, 0.154, -0.160], [0.422, 2.053, -0.011], [0.457, 0.595, -0.051], [-1.231, 0.136, 0.785], [1.193, 2.525, -0.638], [-2.225, -0.104, 0.965], [0.360, -0.989, -1.415], [1.366, -1.396, 0.850], [3.792, -0.184, 0.453], [0.550, 2.404, 1.015], [-3.441, -0.701, -0.837], [3.140, 1.194, -0.431]], "nbo_charge": [0.174, 0.365, 0.210, 0.218, 0.129, 0.214, 0.451, 0.168, 0.329, -0.442, 0.362, 0.151, 0.158, -0.047, 0.384, -0.646, -0.417, -0.480, 0.431, 0.174, -0.870, 0.228, -0.846, 0.214, 0.200, -1.026, 0.215]}

=====

b.
{"formula": "C5H18N4", "method": "ωB97M-V/def2-TZVPD", "smiles": "CN(N)NN.C=CC.C", "lumo_ev": 1.047, "charge": 0, "homo_lumo_gap_ev": 9.2, "elements": ["C", "H", "H", "H", "H", "C", "H", "H", "H", "H", "H", "C", "H", "C", "H", "H", "N", "N", "N", "H", "H", "C", "H", "N", "H", "H", "H"], "coordinates": [[1.810, 0.649, 0.357], [1.386, 3.778, 0.668], [-0.970, 0.392, 0.898], [0.228, -1.474, -3.426], [-2.234, 1.429, 1.562], [0.621, -1.269, -2.434], [-1.068, -3.175, 0.322], [1.572, -1.779, -2.301], [2.222, -0.093, -0.319], [1.915, 0.424, 1.409], [-0.898, 0.889, 2.587], [1.273, 1.794, -0.050], [0.416, -0.821, 0.133], [0.811, 2.879, 0.862], [0.761, -0.186, -2.321], [-2.251, -1.575, -1.035], [-1.549, -1.108, -1.600], [-0.655, -2.361, 0.782], [-0.324, -1.806, -1.476], [-2.124, -0.268, 2.060], [1.180, 2.007, -1.105], [-1.558, 0.610, 1.777], [0.941, 2.595, 1.902], [0.266, -1.789, -0.190], [-1.473, -0.135, -1.279], [-0.062, -2.718, 1.533], [-0.237, 3.112, 0.684]], "nbo_charge": [-0.446, 0.222, 0.200, 0.216, 0.205, -0.420, 0.353, 0.213, 0.214, 0.197, 0.206, -0.158, 0.337, -0.647, 0.160, 0.361, -0.678, -0.703, -0.156, 0.227, 0.193, -0.847, 0.212, -0.360, 0.322, 0.356, 0.219]}

=====

Q: Which of them is the least stable? A: b.